The following is a quantum chemistry calculation of one molecule with the formula C4H6N2O, from OMol25.

The calculation puts the electronic energy at -340.77548 a.u. As for the SMILES: Cc1cnc(N)o1. Its spin multiplicity is 1.

Each line ends with the Mulliken charge.
Geometry (Å):
C (0.17, -1.44, 1.70)  -1.094
C (0.25, -0.32, 0.72)  0.608
C (0.84, 0.89, 0.77)  -0.276
N (0.74, 1.53, -0.46)  -0.608
C (0.11, 0.67, -1.19)  0.466
N (-0.14, 0.77, -2.54)  -0.463
O (-0.24, -0.48, -0.57)  -0.393
H (0.87, -2.24, 1.43)  0.260
H (0.47, -1.05, 2.67)  0.290
H (-0.82, -1.87, 1.80)  0.304
H (1.35, 1.34, 1.61)  0.373
H (-1.03, 0.42, -2.86)  0.247
H (0.07, 1.71, -2.87)  0.286

---

The following is a quantum chemistry calculation of a 2-piece molecular cluster, C4H6N2O overall, from OMol25.

The calculation puts the electronic energy at -340.58104 a.u. Its spin multiplicity is 1.

Each line ends with the Mulliken charge.
Geometry (Å):
C (-0.14, -1.56, -1.37)  -0.354
O (0.07, -0.25, -1.42)  -0.327
C (-0.05, 0.28, -0.15)  0.258
C (-0.70, -0.22, 0.93)  -0.068
N (-0.82, 0.77, 1.88)  -0.601
C (-0.25, 1.82, 1.36)  -0.257
N (0.26, 1.58, 0.11)  -0.046
H (0.76, -2.14, -0.63)  -0.296
H (1.71, -2.17, -0.69)  0.375
H (-0.37, -1.90, -2.38)  0.255
H (-1.11, -1.21, 1.03)  0.487
H (-0.23, 2.81, 1.81)  0.367
H (0.83, 2.20, -0.45)  0.208

---

The following is a quantum chemistry calculation of one molecule with the formula C4H6N2O at a distorted geometry, from OMol25.

The calculation puts the electronic energy at -340.52528 a.u. As for the SMILES: C1=NO[C@@H]2C[C@H]2N1. Its spin multiplicity is 1.

Each line ends with the Mulliken charge.
Geometry (Å):
C (-1.81, 0.05, 0.03)  0.024
N (-1.62, -1.19, 0.21)  -0.298
O (-0.20, -1.72, -0.24)  -0.321
C (0.59, -0.61, -0.51)  0.378
C (1.92, -0.15, 0.19)  -0.561
C (0.35, 0.54, 0.26)  -0.535
N (-0.84, 1.11, -0.30)  -0.308
H (-2.89, 0.30, 0.31)  0.342
H (0.39, -0.20, -1.49)  0.266
H (2.75, 0.23, -0.56)  0.246
H (2.28, -0.59, 1.20)  0.256
H (0.05, 0.08, 1.27)  0.224
H (-0.96, 2.16, -0.36)  0.288

---

The following is a quantum chemistry calculation of one molecule with the formula C4H6N2O, from OMol25.

The calculation puts the electronic energy at -340.60364 a.u. Its spin multiplicity is 1.

Each line ends with the Mulliken charge.
Geometry (Å):
N (-1.64, 0.19, 0.61)  -0.403
C (-0.84, -0.14, -0.66)  -0.387
C (-0.02, 1.07, -0.89)  -0.274
C (1.33, 0.95, -0.65)  -1.025
C (1.34, -0.39, -0.17)  0.683
O (2.42, -1.06, 0.25)  -0.461
N (0.16, -1.03, -0.12)  -0.068
H (-2.21, -0.60, 0.93)  0.329
H (-2.25, 0.99, 0.46)  0.313
H (-0.51, 1.99, -1.24)  0.364
H (-0.97, 0.43, 1.36)  0.371
H (3.12, -0.39, 0.16)  0.363
H (0.06, -2.03, -0.04)  0.195

---

The following is a quantum chemistry calculation of one molecule with the formula C4H6N2O at a distorted geometry, from OMol25.

The calculation puts the electronic energy at -340.66302 a.u. As for the SMILES: Cn1[nH]ccc1=O. Its spin multiplicity is 1.

Each line ends with the Mulliken charge.
Geometry (Å):
C (-1.43, -0.90, 0.19)  -0.934
N (-0.35, -0.31, -0.44)  0.167
N (0.97, -0.89, -0.16)  -0.300
C (1.79, 0.26, 0.05)  -0.112
C (0.97, 1.41, 0.00)  -0.608
C (-0.35, 1.04, -0.08)  0.693
O (-1.49, 1.59, -0.18)  -0.691
H (-1.88, -1.75, -0.56)  0.257
H (-2.32, -0.15, 0.17)  0.376
H (-1.49, -1.31, 1.27)  0.294
H (1.27, -1.64, -0.69)  0.232
H (2.96, 0.16, 0.32)  0.310
H (1.34, 2.49, 0.11)  0.315

---

The following is a quantum chemistry calculation of one molecule with the formula C4H6N2O at a distorted geometry, from OMol25.

The calculation puts the electronic energy at -340.75779 a.u. As for the SMILES: Cc1c[nH]c(O)n1. Its spin multiplicity is 1.

Each line ends with the Mulliken charge.
Geometry (Å):
C (-0.61, -1.66, 1.10)  -1.007
C (-0.28, -0.44, 0.29)  0.620
C (-1.13, 0.58, 0.00)  -0.527
N (-0.22, 1.57, -0.69)  -0.096
C (0.97, 0.94, -0.72)  0.412
O (2.05, 1.46, -1.33)  -0.495
N (1.00, -0.23, -0.15)  -0.650
H (-0.38, -1.46, 2.15)  0.231
H (0.00, -2.50, 0.76)  0.303
H (-1.67, -1.95, 1.05)  0.318
H (-2.20, 0.35, -0.14)  0.274
H (-0.17, 2.57, -0.95)  0.257
H (2.68, 0.73, -1.32)  0.362